Entry 1:
A structure of composition C10H10BrF5FeOTe. Source: the OMol25 dataset; level of theory: ωB97M-V/def2-TZVPD.

```
29
Properties=species:S:1:pos:R:3:forces:R:3
C 0.7213 0.8701 -2.4572 -0.392 0.880 0.301
C -0.5914 1.3507 -2.6512 0.829 0.783 -0.299
C -0.8141 2.4290 -1.7121 0.225 -0.891 0.744
H -1.2800 1.0356 -3.4393 0.305 0.204 0.382
C 0.3331 2.4369 -0.8049 0.221 0.288 -1.235
C 1.2841 1.5298 -1.3239 -0.397 0.481 -0.214
H 2.3357 1.4714 -1.0248 -0.588 -0.238 0.200
H 1.2843 0.2357 -3.1404 -0.358 -0.159 0.313
H -1.6110 3.1806 -1.7303 0.203 -0.143 -0.152
H 0.4527 3.1068 0.0462 0.114 -0.122 -0.340
Fe -1.8452 1.3325 -0.1576 1.016 0.103 -0.579
Br -2.9254 -0.3295 -1.2804 -1.190 -0.952 -0.171
C 0.6125 -2.4531 1.0050 0.450 -0.047 -0.725
C 1.8212 -1.7133 0.8444 0.651 0.256 -1.879
C 2.1297 -1.6867 -0.5418 0.616 0.151 2.923
H 2.4008 -1.2654 1.6365 -0.128 0.157 -0.064
C 1.1806 -2.4983 -1.2363 -2.859 -1.271 1.318
C 0.2132 -2.9391 -0.2768 1.026 0.213 -1.878
H -0.6803 -3.5288 -0.4906 0.391 0.276 0.084
H 0.1034 -2.6433 1.9388 -0.013 0.075 -0.053
H 2.9915 -1.2121 -0.9887 -0.073 0.067 0.044
H 1.1771 -2.7248 -2.2978 -0.063 0.132 0.221
F -0.6101 2.2512 3.4501 -0.697 -0.794 0.255
Te -1.2971 0.5764 2.8584 0.475 -0.280 -1.657
F 0.2768 -0.2734 3.4752 -0.911 0.337 0.504
F -1.9994 -1.1520 2.4573 0.141 0.933 0.576
F -2.1972 0.4030 4.5315 0.866 0.272 -1.251
F -2.9382 1.4055 2.1258 0.982 -0.451 0.785
O -0.5285 0.8043 1.1852 -0.845 -0.261 1.845
```
Forces are in eV/Å.

HOMO (alpha / beta) in hartree: -0.15192 / -0.15355
Charge: -1
Molar mass in g mol⁻¹: 504.5
Kohn-Sham gap (alpha / beta) in eV: 5.35 / 5.37
Energy above the lowest of the compared OMol25 structures with the same formula, charge and spin in eV: 0.085
Spin multiplicity: 6
LUMO (alpha / beta) in hartree: 0.0448 / 0.0437

Atom charges from the Mulliken analysis, given in e for atoms 1 to 8: -0.627, -0.666, -0.534, 0.488, -0.525, -0.424, 0.412, 0.500

---

Entry 2:
A cluster of 2 separate species, C2H10N2 in total. Source: the OMol25 dataset; level of theory: ωB97M-V/def2-TZVPD.

```
14
Properties=species:S:1:pos:R:3:forces:R:3
N -0.8511 1.1747 -1.6959 1.795 -0.503 2.124
C -0.6437 -0.1683 -1.1406 -0.710 -0.405 -1.154
N -1.3172 -0.2839 0.1511 0.148 0.074 -0.398
H -1.2313 1.1709 -2.6018 -0.865 0.252 -0.727
H -1.3282 1.6785 -0.9591 -0.364 0.355 -0.793
H 0.3901 -0.5233 -1.0616 0.287 0.719 -0.050
H -1.0802 -0.8489 -1.8809 -0.189 -0.314 0.409
H -0.6344 -0.0491 0.8545 -0.048 -0.100 0.418
H -1.6116 -1.2372 0.2997 -0.035 -0.081 0.187
C 2.4672 -0.5728 2.2818 1.006 -0.071 0.194
H 1.8658 -1.2462 1.6809 -0.205 0.055 0.069
H 2.5554 -0.9065 3.3149 -0.461 -0.025 0.025
H 3.4979 -0.6147 1.9205 -0.124 0.077 -0.261
H 2.1430 0.4621 2.2429 -0.235 -0.033 -0.044
```
Forces are in eV/Å.

HOMO in hartree: -0.33011
Charge: 0
Molar mass in g mol⁻¹: 62.1
SMILES: NCN.C
Kohn-Sham gap in eV: 9.97
Energy above the lowest of the compared OMol25 structures with the same formula, charge and spin in eV: 0.550
LUMO in hartree: 0.0362

Atom charges from the Mulliken analysis, given in e for atoms 1 to 8: -0.528, -0.201, -0.683, 0.216, 0.236, 0.204, 0.264, 0.254

---

Entry 3:
An isolated molecule of C5H8N2. Source: the OMol25 dataset; level of theory: ωB97M-V/def2-TZVPD.

```
15
Properties=species:S:1:pos:R:3:forces:R:3
C -2.4565 -0.1028 0.0557 0.008 -0.101 0.015
C -0.9391 -0.0225 0.0438 0.084 0.283 -0.093
C -0.3499 1.1842 -0.2502 -0.127 0.064 0.010
N 1.0016 1.0417 -0.2412 0.146 -0.016 0.013
C 1.3354 -0.2508 0.0542 -0.221 0.222 -0.051
N 2.7234 -0.5371 0.0670 0.015 -0.175 -0.004
C 0.1546 -0.9500 0.2425 0.062 0.017 -0.036
H -2.8788 -0.7424 -0.7283 0.245 -0.068 0.132
H -2.9026 -0.4149 1.0072 0.296 -0.100 -0.080
H -2.8544 0.9030 -0.1413 0.165 -0.219 0.052
H -0.8145 2.1340 -0.4712 0.035 -0.082 0.032
H 1.6938 1.7536 -0.3998 -0.066 -0.038 -0.014
H 3.1030 -0.8397 0.9532 -0.204 -0.062 -0.049
H 3.0374 -1.1469 -0.6769 -0.155 -0.005 0.138
H 0.1465 -2.0094 0.4853 -0.283 0.281 -0.065
```
Forces are in eV/Å.

HOMO in hartree: -0.29264
Charge: 0
Molar mass in g mol⁻¹: 96.1
SMILES: Cc1c[nH]c(N)c1
Kohn-Sham gap in eV: 9.02
Energy above the lowest of the compared OMol25 structures with the same formula, charge and spin in eV: 0.251
LUMO in hartree: 0.0387

Atom charges from the Mulliken analysis, given in e for atoms 1 to 8: -1.046, 0.888, -0.738, 0.003, 0.111, -0.528, -0.866, 0.250

---

Entry 4:
A cluster of 6 separate species, C2H14O5 in total. Source: the OMol25 dataset; level of theory: ωB97M-V/def2-TZVPD.

```
21
Properties=species:S:1:pos:R:3:forces:R:3
C -2.5390 1.4403 -0.0600 0.282 0.550 -0.290
C -3.6898 0.7787 -0.1903 -0.116 1.577 0.024
H -2.2648 2.1911 -0.8195 0.226 -0.968 -0.067
H -1.8247 1.3962 0.7612 -0.603 0.051 0.317
H -4.1983 0.9265 -1.1304 -0.309 -0.046 -0.096
H -4.3231 0.4757 0.6298 0.518 -1.088 0.161
O 1.2182 -1.2106 -1.8354 -1.284 0.128 0.127
H 0.6665 -0.8781 -2.5593 0.327 -0.221 -0.205
H 0.4695 -1.3402 -1.1730 0.890 0.113 -0.451
O -1.0368 -1.4281 -0.3740 -0.073 0.384 1.513
H -0.8124 -1.3868 0.5954 0.136 -0.773 -0.645
H -1.7077 -0.7343 -0.3329 -0.284 0.097 -0.828
O 2.6892 0.9880 -1.2802 0.751 0.424 -0.773
H 3.6106 1.0517 -1.6018 -0.860 -0.184 0.246
H 2.2371 0.2719 -1.7720 0.184 -0.166 0.481
O 2.5088 1.0205 1.3738 -0.169 0.621 0.021
H 2.4273 1.0228 0.3965 0.189 -0.376 0.075
H 2.7364 1.9499 1.5316 -0.110 -0.397 0.291
O -0.3839 -1.2687 2.3184 0.669 0.554 -0.272
H 0.0499 -2.0307 2.7145 -0.049 -0.099 0.026
H 0.3590 -0.6743 2.0834 -0.314 -0.181 0.344
```
Forces are in eV/Å.

HOMO in hartree: -0.38306
Charge: 0
Molar mass in g mol⁻¹: 118.1
SMILES: C=C.O.O.O.O.O
Kohn-Sham gap in eV: 11.09
Energy above the lowest of the compared OMol25 structures with the same formula, charge and spin in eV: 1.277
LUMO in hartree: 0.0247

Atom charges from the Mulliken analysis, given in e for atoms 1 to 8: -0.510, -0.464, 0.187, 0.322, 0.239, 0.245, -0.761, 0.301

---

Entry 5:
A cluster of 2 separate species, C3H9NO3 in total. Source: the OMol25 dataset; level of theory: ωB97M-V/def2-TZVPD.

```
16
Properties=species:S:1:pos:R:3:forces:R:3
C 1.9426 0.7381 -0.1832 1.070 -0.486 -0.638
C 0.6512 0.1774 0.4203 0.807 0.424 1.069
N -0.1240 1.0802 1.2943 1.001 -0.087 -0.255
C -0.1409 -0.2694 -0.7572 -2.477 -2.711 -1.345
O -0.0429 -1.3333 -1.3405 1.260 0.209 0.750
O -1.2010 0.4808 -1.1247 0.359 1.803 1.132
H 2.5334 -0.1203 -0.5647 -0.506 0.362 -0.111
H 1.7765 1.4203 -1.0170 -0.150 0.060 0.025
H 2.6628 1.2077 0.4811 -0.439 0.228 0.613
H 1.0029 -0.6799 1.0606 -0.781 0.322 -1.002
H 0.4849 1.8724 1.4729 -0.494 0.146 0.190
H -0.9760 1.3891 0.8510 0.062 0.176 -0.146
H -1.9022 -0.0599 -1.5064 0.326 -0.446 -0.234
O -2.6104 -1.9556 0.1093 1.013 0.055 0.602
H -2.3007 -1.6210 0.9665 -0.742 0.188 0.043
H -1.7562 -2.3265 -0.1622 -0.309 -0.243 -0.692
```
Forces are in eV/Å.

HOMO in hartree: -0.36420
Charge: 0
Molar mass in g mol⁻¹: 107.1
SMILES: C[C@@H](N)C(=O)O.O
Kohn-Sham gap in eV: 10.59
Energy above the lowest of the compared OMol25 structures with the same formula, charge and spin in eV: 1.082
LUMO in hartree: 0.0251

Atom charges from the Mulliken analysis, given in e for atoms 1 to 8: -1.454, 0.562, -0.617, 0.344, -0.606, -0.496, 0.363, 0.375

---

Entry 6:
A cluster of 2 separate species, C4H13N2OS in total. Source: the OMol25 dataset; level of theory: ωB97M-V/def2-TZVPD.

```
21
Properties=species:S:1:pos:R:3:forces:R:3
C -1.1732 -1.5984 0.7851 1.515 0.065 0.874
N -0.1417 -0.6136 0.4297 0.176 -0.698 -0.232
C -0.1466 -0.4079 -1.0336 -0.793 1.483 0.411
C 1.1453 0.2260 -1.5815 0.502 -1.455 0.046
S 0.8264 1.6589 -2.5694 0.126 0.779 -0.931
C -1.5365 -1.6517 2.2758 0.033 0.729 -0.901
N -0.3799 -1.6348 3.1527 0.067 -0.258 1.000
H -0.7387 -2.5848 0.5504 -0.723 -0.079 -0.409
H -2.0718 -1.3357 0.2372 -0.075 -0.369 -0.303
H 0.7831 -0.9588 0.6623 -0.090 -0.312 0.278
H -0.4191 -1.2697 -1.6589 0.106 -0.335 0.394
H -0.9812 0.3119 -1.1129 0.389 -0.152 -0.711
H 1.8891 0.4903 -0.8187 -0.406 -0.163 0.471
H 1.6707 -0.6117 -2.1025 -0.228 0.552 -0.151
H -2.2683 -0.8533 2.4856 0.178 -0.106 0.073
H -2.0256 -2.6166 2.3607 -0.325 -0.128 0.456
H -0.7085 -1.4731 4.1057 0.225 -0.227 -0.260
H 0.3050 -0.9038 2.9952 -0.404 0.174 -0.550
H 1.1065 2.4492 -0.1170 -0.189 0.705 -0.298
H 0.4615 1.2866 0.4227 -0.654 -0.108 0.736
O 0.5824 2.2154 0.6629 0.572 -0.097 0.008
```
Forces are in eV/Å.

HOMO in hartree: -0.09550
Charge: -1
Molar mass in g mol⁻¹: 137.2
Kohn-Sham gap in eV: 5.99
Energy above the lowest of the compared OMol25 structures with the same formula, charge and spin in eV: 0.864
LUMO in hartree: 0.1245

Atom charges from the Mulliken analysis, given in e for atoms 1 to 8: -0.633, -0.334, -0.573, -1.144, -0.577, -0.516, -0.629, 0.347

---

Entry 7:
The ion C7H15F3NSi with charge +1. Source: the OMol25 dataset; level of theory: ωB97M-V/def2-TZVPD.

```
27
Properties=species:S:1:pos:R:3:forces:R:3
F 2.3894 2.7559 2.9470 0.673 0.341 -0.485
Si 3.0063 2.7801 1.4794 -2.583 -1.111 -0.583
F 2.3746 4.0065 0.6784 0.433 -0.669 0.408
F 4.5597 2.7974 1.3912 -0.095 -0.174 0.104
C 2.1313 1.0416 0.8043 1.771 0.724 2.025
N 0.7018 1.0506 0.4243 0.829 0.651 -2.312
C -0.0758 -0.2606 0.0124 0.361 0.206 -0.326
C -1.2293 -0.7215 0.9736 -0.650 1.631 -0.996
C -1.8288 -1.9796 0.3311 -0.417 -1.228 0.235
C -2.3328 -1.6932 -1.0754 1.512 2.645 -0.118
C -1.0825 -1.3424 -1.9852 -1.861 1.020 0.710
C -0.4194 -0.0637 -1.4975 2.981 -1.472 1.748
H 2.7981 0.5673 0.1130 -0.165 -0.301 -0.906
H 2.1862 0.4335 1.7084 0.123 -0.086 0.067
H 0.2686 1.5617 1.1336 -1.516 0.711 1.686
H 0.6895 1.7181 -0.3725 -0.551 -0.679 0.239
H 0.7426 -1.0398 0.0350 -0.956 0.689 0.126
H -2.1683 0.0329 1.0212 2.485 -1.300 0.039
H -0.7592 -0.8621 1.9496 -0.516 -0.136 0.126
H -2.6211 -2.3944 0.9472 -0.471 0.563 0.284
H -1.2196 -2.9175 0.2880 0.507 1.105 -0.048
H -2.9112 -2.4879 -1.4290 -0.563 -1.404 -0.811
H -3.0123 -0.7881 -1.1588 0.639 -0.872 0.553
H -0.4285 -2.1716 -2.1017 0.637 -0.614 -0.138
H -1.4751 -0.9865 -2.8987 -0.388 -0.571 -1.593
H 0.6141 0.1525 -1.8891 -0.710 -0.857 -0.435
H -0.8984 0.8108 -1.8296 -1.506 1.186 0.399
```
Forces are in eV/Å.

HOMO in hartree: -0.52590
Charge: +1
Molar mass in g mol⁻¹: 198.3
SMILES: F[Si](F)(F)C[NH2+]C1CCCCC1
Kohn-Sham gap in eV: 11.16
LUMO in hartree: -0.1158

Atom charges from the Mulliken analysis, given in e for atoms 1 to 8: -0.230, 0.819, -0.246, -0.200, -1.016, -0.089, 0.130, -0.624

---

Entry 8:
A cluster of 2 separate species, C8H19ClOSi in total. Source: the OMol25 dataset; level of theory: ωB97M-V/def2-TZVPD.

```
30
Properties=species:S:1:pos:R:3:forces:R:3
C -1.7861 1.3950 0.2566 0.257 -0.281 0.058
C -0.2726 1.6345 0.2356 -0.063 0.031 0.152
C 0.0582 2.8038 1.1684 0.147 -0.256 0.097
C 0.1618 2.0132 -1.1863 0.143 -0.218 0.191
Si 0.7389 0.1129 0.8121 -0.932 -0.091 -0.785
O 1.9785 0.3045 1.6773 0.265 0.051 0.432
C 0.2128 -1.6389 0.2397 0.060 -0.022 0.036
C 1.4151 -2.5622 0.4580 0.085 0.260 0.085
C -0.9573 -2.1364 1.1016 0.140 0.386 0.046
C -0.1798 -1.7035 -1.2393 0.015 0.317 0.136
H -2.3163 2.3127 0.0069 -0.002 0.163 -0.045
H -2.0792 0.6394 -0.4675 -0.113 -0.134 -0.063
H -2.1150 1.0794 1.2442 -0.170 -0.043 0.108
H 1.1316 2.9345 1.2623 0.154 0.063 0.055
H -0.3459 2.6337 2.1641 -0.014 0.044 0.143
H -0.3664 3.7270 0.7777 -0.131 0.097 -0.086
H -0.4077 2.8743 -1.5317 -0.105 0.153 0.029
H 1.2150 2.2716 -1.2081 0.242 0.071 -0.101
H -0.0071 1.2073 -1.8888 -0.038 -0.229 -0.267
H 2.2474 -2.2631 -0.1748 0.164 -0.025 -0.027
H 1.7494 -2.5291 1.4903 0.119 -0.032 0.135
H 1.1493 -3.5900 0.2128 -0.106 -0.103 -0.057
H -1.2026 -3.1659 0.8443 0.019 -0.132 -0.063
H -1.8493 -1.5319 0.9534 -0.159 0.045 0.011
H -0.6909 -2.1036 2.1559 -0.066 -0.094 0.189
H -0.3285 -2.7424 -1.5315 -0.007 -0.143 0.007
H -1.1079 -1.1737 -1.4376 -0.106 0.115 -0.081
H 0.6021 -1.2881 -1.8706 0.074 0.012 -0.181
Cl 3.9778 0.3632 -0.4542 0.509 0.014 -0.737
H 3.3342 0.3658 0.6704 -0.382 -0.017 0.581
```
Forces are in eV/Å.

HOMO in hartree: -0.35798
Charge: 0
Molar mass in g mol⁻¹: 194.8
SMILES: CC(C)(C)[Si](=O)C(C)(C)C.Cl
Kohn-Sham gap in eV: 10.00
LUMO in hartree: 0.0096

Atom charges from the Mulliken analysis, given in e for atoms 1 to 8: -1.670, 1.792, -1.767, -1.739, 0.042, -0.751, 1.822, -1.619

---

Entry 9:
An isolated molecule of C4H6OS. Source: the OMol25 dataset; level of theory: ωB97M-V/def2-TZVPD.

```
12
Properties=species:S:1:pos:R:3:forces:R:3
O -0.1333 2.0466 -0.1322 -1.318 1.069 1.396
C -0.1387 0.8194 0.4568 -1.503 -1.011 1.753
C -1.0065 -0.3341 -0.2029 0.711 -0.271 2.147
C 0.2297 -1.2701 -0.0339 -0.716 -0.312 -0.363
C 1.1118 -0.0749 0.2658 -1.153 0.290 -0.547
S 2.6306 0.3122 -0.0316 0.169 -0.024 0.098
H 0.4531 2.0429 -0.8463 1.525 0.060 -1.817
H -0.5556 0.9708 1.5196 1.186 -0.367 -1.233
H -1.1702 -0.0835 -1.1994 -0.346 0.284 -1.834
H -1.9660 -0.6442 0.2802 0.907 0.412 -0.267
H 0.1404 -1.8919 0.8481 -0.002 -0.319 0.163
H 0.4046 -1.8933 -0.9243 0.540 0.189 0.504
```
Forces are in eV/Å.

HOMO in hartree: -0.32564
Charge: 0
Molar mass in g mol⁻¹: 102.2
SMILES: O[C@H]1CCC1=S
Kohn-Sham gap in eV: 8.51
Energy above the lowest of the compared OMol25 structures with the same formula, charge and spin in eV: 1.909
LUMO in hartree: -0.0129

Atom charges from the Mulliken analysis, given in e for atoms 1 to 8: -0.481, 0.244, -0.707, -0.252, -0.155, -0.266, 0.280, 0.286